1.
Computed, not measured: a molecular structure, C45H55N4RuSe, with the ωB97M-V functional and the def2-TZVPD basis.

As for the net charge: 0. The value obtained for the largest force on an atom is 0.41 eV/A. Its energy relative to the best compared isomer or geometry (same formula, charge and spin) is 0.0000 eV. The calculation puts the total energy at -121450.9498 eV. The HOMO-LUMO gap (spin up / spin down) comes out at 5.99 / 5.58 eV. Its multiplicity is 2.

CARTESIAN COORDINATES (ANGSTROEM)
1 Ru -0.099 0.739 -0.056
2 C 5.552 0.611 2.709
3 C 5.252 -0.140 1.410
4 C 4.085 0.441 0.673
5 C 4.101 1.362 -0.337
6 C 5.290 1.962 -1.022
7 C 5.592 1.283 -2.361
8 C 2.736 1.631 -0.678
9 N 1.907 0.891 0.122
10 C 2.708 0.149 0.946
11 C 2.266 -0.797 1.861
12 C 0.960 -1.132 2.131
13 C 0.526 -2.090 3.139
14 C 1.427 -2.960 3.958
15 C 1.637 -4.343 3.331
16 C -0.828 -2.060 3.145
17 C -1.228 -1.084 2.144
18 C -2.520 -0.687 1.898
19 C -2.931 0.254 0.963
20 N -2.103 0.939 0.113
21 C -2.912 1.700 -0.694
22 C -2.475 2.547 -1.700
23 C -1.167 2.822 -2.033
24 N -0.081 2.239 -1.458
25 C 1.022 2.812 -2.011
26 C 2.320 2.512 -1.666
27 C 0.618 3.799 -3.001
28 C -0.738 3.796 -3.023
29 C -1.654 4.699 -3.787
30 C -2.077 5.923 -2.973
31 C 1.555 4.624 -3.827
32 C 1.979 3.907 -5.110
33 C -4.285 1.497 -0.334
34 C -4.295 0.611 0.707
35 C -5.481 0.031 1.414
36 C -5.869 -1.349 0.882
37 C -5.448 2.198 -0.964
38 C -5.645 3.614 -0.417
39 N -0.124 -0.577 1.524
40 C -1.761 -2.822 4.035
41 C -1.976 -2.132 5.384
42 H 6.358 0.132 3.266
43 H 4.668 0.644 3.347
44 H 5.846 1.640 2.500
45 H 5.062 -1.193 1.631
46 H 6.132 -0.120 0.763
47 H 6.162 1.882 -0.369
48 H 5.125 3.031 -1.178
49 H 5.786 0.219 -2.215
50 H 6.464 1.726 -2.842
51 H 4.744 1.369 -3.042
52 H 3.030 -1.319 2.422
53 H 1.005 -3.065 4.961
54 H 2.396 -2.473 4.093
55 H 0.766 -4.982 3.480
56 H 2.500 -4.848 3.768
57 H 1.798 -4.255 2.255
58 H -3.298 -1.156 2.487
59 H -3.240 3.071 -2.258
60 H 3.100 3.029 -2.210
61 H -2.544 4.148 -4.102
62 H -1.156 5.022 -4.704
63 H -2.562 5.621 -2.043
64 H -2.772 6.549 -3.534
65 H -1.209 6.527 -2.706
66 H 2.441 4.878 -3.240
67 H 1.077 5.575 -4.075
68 H 2.511 2.983 -4.880
69 H 2.632 4.534 -5.718
70 H 1.106 3.642 -5.707
71 H -6.328 0.713 1.309
72 H -5.275 -0.034 2.486
73 H -6.116 -1.297 -0.180
74 H -6.733 -1.748 1.416
75 H -5.044 -2.054 0.990
76 H -6.356 1.614 -0.795
77 H -5.311 2.237 -2.047
78 H -5.815 3.588 0.660
79 H -6.499 4.104 -0.886
80 H -4.760 4.227 -0.595
81 H -1.366 -3.829 4.190
82 H -2.726 -2.951 3.540
83 H -1.047 -2.086 5.954
84 H -2.715 -2.661 5.987
85 H -2.324 -1.108 5.240
86 C 0.783 -6.349 0.719
87 C 0.597 -5.003 0.076
88 C 1.674 -4.313 -0.461
89 C 1.523 -3.066 -1.062
90 C 2.731 -2.401 -1.665
91 C 0.248 -2.490 -1.107
92 Se 0.039 -0.742 -1.874
93 C -0.864 -3.202 -0.644
94 C -2.268 -2.701 -0.831
95 C -0.666 -4.437 -0.038
96 H 1.831 -6.533 0.955
97 H 0.448 -7.149 0.056
98 H 0.207 -6.429 1.642
99 H 2.664 -4.753 -0.414
100 H 3.604 -3.047 -1.570
101 H 2.946 -1.452 -1.180
102 H 2.577 -2.180 -2.722
103 H -2.362 -1.651 -0.576
104 H -2.962 -3.282 -0.225
105 H -2.568 -2.793 -1.879
106 H -1.527 -4.976 0.345

=====

2.
Computed, not measured: a molecular structure, C45H56FN3O3OsSi at a distorted geometry, with the ωB97M-V functional and the def2-TZVPD basis.

As for the net charge: 0. The value obtained for the largest force on an atom is 1.66 eV/A. The calculation puts the total energy at -71250.2898 eV. The HOMO-LUMO gap (spin up / spin down) comes out at 6.62 / 6.62 eV.

CARTESIAN COORDINATES (ANGSTROEM)
1 Os -0.578 0.133 -0.889
2 C 4.639 5.710 -0.354
3 C 3.488 5.803 0.642
4 C 3.930 6.183 2.047
5 C 4.804 5.091 2.648
6 C 4.115 3.754 2.561
7 C 4.422 2.738 3.438
8 C 3.771 1.511 3.347
9 F 4.108 0.552 4.227
10 C 2.811 1.264 2.410
11 C 2.476 2.284 1.512
12 C 1.443 2.031 0.501
13 O 0.933 0.892 0.462
14 C 1.103 3.121 -0.352
15 C 1.787 4.298 -0.203
16 N 2.757 4.521 0.688
17 C 3.123 3.520 1.586
18 C 0.025 3.128 -1.413
19 O -0.222 4.180 -1.972
20 O -0.584 2.014 -1.691
21 H 5.222 6.631 -0.345
22 H 4.259 5.555 -1.365
23 H 5.301 4.876 -0.116
24 H 2.768 6.541 0.288
25 H 3.047 6.334 2.671
26 H 4.470 7.129 2.002
27 H 5.034 5.313 3.690
28 H 5.760 5.045 2.120
29 H 5.169 2.884 4.208
30 H 2.309 0.308 2.344
31 H 1.529 5.121 -0.859
32 C 0.372 -0.737 -4.405
33 C 1.738 -0.726 -3.719
34 C 2.075 0.599 -3.035
35 C 2.017 -1.908 -2.800
36 C 2.997 -2.787 -3.271
37 C 3.483 -3.848 -2.530
38 C 3.068 -3.987 -1.221
39 C 2.084 -3.157 -0.699
40 C 1.867 -3.202 0.815
41 C 3.143 -2.723 1.518
42 C 1.456 -4.579 1.336
43 C 1.463 -2.208 -1.540
44 N 0.230 -1.654 -0.999
45 C -0.600 -2.599 -0.575
46 C -1.619 -2.126 0.264
47 N -1.576 -0.832 0.547
48 C -2.519 -0.451 1.587
49 C -2.622 -1.286 2.722
50 C -3.672 -1.061 3.607
51 C -4.563 -0.018 3.431
52 C -4.353 0.877 2.400
53 C -3.317 0.703 1.490
54 C -3.070 1.769 0.450
55 C -4.174 1.873 -0.596
56 C -2.766 3.125 1.087
57 C -1.586 -2.329 3.149
58 C -2.160 -3.744 3.235
59 C -0.970 -1.932 4.496
60 H 0.374 -0.025 -5.234
61 H -0.439 -0.466 -3.736
62 H 0.148 -1.728 -4.805
63 H 2.477 -0.831 -4.516
64 H 1.451 0.783 -2.163
65 H 1.935 1.432 -3.726
66 H 3.113 0.599 -2.692
67 H 3.392 -2.614 -4.265
68 H 4.214 -4.524 -2.955
69 H 3.521 -4.738 -0.585
70 H 1.084 -2.495 1.084
71 H 3.984 -3.387 1.311
72 H 2.992 -2.696 2.600
73 H 3.418 -1.720 1.185
74 H 2.258 -5.309 1.206
75 H 0.574 -4.965 0.821
76 H 1.229 -4.528 2.403
77 H -0.483 -3.647 -0.812
78 H -2.365 -2.795 0.667
79 H -3.779 -1.710 4.467
80 H -5.386 0.120 4.121
81 H -4.993 1.746 2.298
82 H -2.157 1.437 -0.025
83 H -5.139 2.085 -0.126
84 H -4.257 0.945 -1.164
85 H -3.948 2.677 -1.298
86 H -3.661 3.567 1.533
87 H -2.397 3.815 0.325
88 H -2.010 3.037 1.871
89 H -0.767 -2.332 2.431
90 H -2.972 -3.787 3.964
91 H -1.389 -4.449 3.553
92 H -2.563 -4.094 2.284
93 H -1.703 -1.975 5.303
94 H -0.569 -0.917 4.459
95 H -0.154 -2.613 4.751
96 C -5.497 -0.953 -4.181
97 Si -4.145 -2.078 -3.555
98 C -3.331 -2.958 -4.992
99 C -4.891 -3.351 -2.402
100 C -2.888 -1.135 -2.659
101 C -2.009 -0.531 -2.057
102 H -6.189 -1.497 -4.830
103 H -5.081 -0.118 -4.748
104 H -6.071 -0.539 -3.348
105 H -4.042 -3.546 -5.578
106 H -2.553 -3.630 -4.622
107 H -2.854 -2.234 -5.658
108 H -5.671 -3.934 -2.901
109 H -5.336 -2.865 -1.531
110 H -4.126 -4.046 -2.047

=====

3.
Computed, not measured: a molecular structure, C45H56IrN6O8S at a distorted geometry, with the ωB97M-V functional and the def2-TZVPD basis.

As for the net charge: -1. The value obtained for the largest force on an atom is 3.67 eV/A. Its energy relative to the best compared isomer or geometry (same formula, charge and spin) is 4.8504 eV. The calculation puts the total energy at -86567.4870 eV. The HOMO-LUMO gap (spin up / spin down) comes out at 5.34 / 5.33 eV.

CARTESIAN COORDINATES (ANGSTROEM)
1 Ir -0.181 -0.853 -0.099
2 C -0.199 -3.800 4.867
3 C -1.196 -2.780 4.316
4 C -2.086 -2.272 5.459
5 C -2.049 -3.362 3.208
6 C -2.998 -4.305 3.560
7 C -3.944 -4.760 2.660
8 C -3.984 -4.201 1.397
9 C -3.039 -3.281 0.979
10 C -3.174 -2.707 -0.411
11 C -2.919 -3.792 -1.458
12 C -4.546 -2.061 -0.634
13 C -1.980 -2.922 1.853
14 N -0.942 -2.140 1.437
15 C 0.345 -2.339 1.853
16 O 0.846 -3.432 2.086
17 C 1.086 -1.048 2.112
18 C 2.303 -1.076 2.780
19 C 2.874 0.126 3.157
20 C 2.178 1.297 2.915
21 C 0.967 1.254 2.225
22 N 0.449 0.098 1.809
23 C 0.150 2.526 2.202
24 O 0.511 3.465 2.915
25 N -0.914 2.563 1.404
26 C -2.034 3.303 1.644
27 C -2.765 3.103 2.845
28 C -3.945 3.798 3.040
29 C -4.443 4.655 2.077
30 C -3.730 4.858 0.907
31 C -2.531 4.213 0.669
32 C -1.717 4.510 -0.569
33 C -0.463 5.310 -0.188
34 C -2.466 5.242 -1.684
35 C -2.278 2.135 3.899
36 C -1.679 2.893 5.087
37 C -3.380 1.185 4.368
38 H 0.411 -3.342 5.643
39 H 0.450 -4.157 4.073
40 H -0.730 -4.649 5.295
41 H -0.642 -1.921 3.926
42 H -2.465 -3.102 6.051
43 H -2.931 -1.714 5.067
44 H -1.513 -1.623 6.116
45 H -3.015 -4.683 4.571
46 H -4.664 -5.509 2.953
47 H -4.769 -4.495 0.717
48 H -2.424 -1.904 -0.529
49 H -3.529 -4.671 -1.260
50 H -1.871 -4.083 -1.445
51 H -3.161 -3.417 -2.451
52 H -5.337 -2.808 -0.664
53 H -4.543 -1.536 -1.587
54 H -4.771 -1.347 0.156
55 H 2.766 -2.031 2.970
56 H 3.832 0.140 3.652
57 H 2.537 2.259 3.250
58 H -4.501 3.668 3.956
59 H -5.376 5.174 2.241
60 H -4.124 5.547 0.177
61 H -1.398 3.557 -0.992
62 H -0.733 6.343 0.024
63 H 0.254 5.297 -1.006
64 H 0.011 4.896 0.697
65 H -2.687 6.272 -1.408
66 H -3.395 4.732 -1.937
67 H -1.835 5.262 -2.572
68 H -1.489 1.515 3.463
69 H -2.432 3.517 5.566
70 H -0.861 3.525 4.745
71 H -1.289 2.185 5.817
72 H -4.219 1.724 4.799
73 H -2.978 0.524 5.131
74 H -3.739 0.581 3.537
75 C -1.437 1.534 -3.439
76 C -1.038 0.408 -2.539
77 N -0.789 0.679 -1.220
78 O -0.260 1.929 -1.004
79 C -0.887 -0.917 -2.901
80 C -1.249 -1.493 -4.238
81 N -0.293 -1.686 -1.955
82 O -0.141 -2.938 -2.070
83 H -2.295 2.053 -3.011
84 H -1.697 1.165 -4.425
85 H -0.625 2.255 -3.516
86 H -0.479 2.176 -0.021
87 H -0.707 -0.995 -5.041
88 H -2.314 -1.384 -4.442
89 H -0.989 -2.549 -4.226
90 C 7.413 -3.853 -6.635
91 C 6.888 -2.627 -5.949
92 C 5.852 -1.887 -6.509
93 C 5.370 -0.759 -5.870
94 C 5.925 -0.368 -4.669
95 C 6.946 -1.096 -4.089
96 C 7.428 -2.222 -4.732
97 S 5.311 1.111 -3.873
98 O 5.018 2.095 -4.879
99 O 6.245 1.503 -2.851
100 N 3.858 0.547 -3.285
101 C 3.038 1.534 -2.591
102 C 3.391 1.606 -1.113
103 C 3.040 0.261 -0.381
104 O 3.841 -0.146 0.450
105 O 1.965 -0.276 -0.747
106 H 6.871 -4.048 -7.556
107 H 7.308 -4.718 -5.982
108 H 8.470 -3.745 -6.875
109 H 5.424 -2.196 -7.453
110 H 4.565 -0.172 -6.282
111 H 7.345 -0.770 -3.141
112 H 8.232 -2.797 -4.291
113 H 4.013 -0.250 -2.683
114 H 1.992 1.239 -2.704
115 H 3.208 2.485 -3.100
116 H 2.815 2.389 -0.615
117 H 4.459 1.796 -0.976

=====

4.
Computed, not measured: a molecular structure, C45H59LiN2O4S2, with the ωB97M-V functional and the def2-TZVPD basis.

As for the net charge: 0. The value obtained for the largest force on an atom is 0.36 eV/A. Its energy relative to the best compared isomer or geometry (same formula, charge and spin) is 0.0962 eV. The calculation puts the total energy at -80669.1321 eV. The HOMO-LUMO gap (spin up / spin down) comes out at 5.80 / 5.82 eV.

CARTESIAN COORDINATES (ANGSTROEM)
1 Li 0.960 1.083 -0.715
2 C -2.436 -4.649 2.174
3 C -3.105 -4.239 0.863
4 C -3.000 -5.420 -0.114
5 C -4.587 -3.942 1.143
6 C -2.467 -3.000 0.250
7 C -1.480 -2.285 0.852
8 C -0.899 -1.147 0.216
9 N 0.108 -0.411 0.681
10 C 0.586 -0.347 1.919
11 C -0.111 -0.687 3.120
12 C 0.463 -0.509 4.339
13 C 1.817 -0.017 4.395
14 C 2.545 0.364 3.315
15 C 1.915 0.277 1.991
16 O 2.461 0.689 0.957
17 C 3.963 0.915 3.419
18 C 4.485 0.881 4.857
19 C 4.919 0.073 2.559
20 C 3.981 2.375 2.940
21 C -0.256 -0.800 5.653
22 C -0.330 0.484 6.492
23 C 0.519 -1.872 6.432
24 C -1.679 -1.312 5.430
25 C -1.295 -0.789 -1.147
26 O -0.677 0.103 -1.764
27 C -2.425 -1.510 -1.728
28 C -2.950 -2.551 -1.028
29 C -2.939 -1.085 -3.101
30 C -1.839 -1.303 -4.150
31 C -4.170 -1.883 -3.539
32 C -3.340 0.396 -3.055
33 H -2.900 -5.562 2.552
34 H -1.370 -4.844 2.036
35 H -2.548 -3.880 2.943
36 H -3.401 -6.325 0.348
37 H -3.563 -5.245 -1.033
38 H -1.959 -5.607 -0.386
39 H -5.086 -4.829 1.543
40 H -4.686 -3.131 1.868
41 H -5.110 -3.644 0.232
42 H -1.065 -2.618 1.792
43 H -1.134 -1.025 3.041
44 H 2.265 0.070 5.376
45 H 4.515 -0.139 5.250
46 H 5.502 1.278 4.876
47 H 3.883 1.498 5.530
48 H 4.920 -0.967 2.897
49 H 4.640 0.105 1.508
50 H 5.935 0.462 2.666
51 H 3.339 2.994 3.572
52 H 4.999 2.771 3.003
53 H 3.640 2.456 1.909
54 H 0.663 0.881 6.715
55 H -0.892 1.259 5.966
56 H -0.832 0.285 7.442
57 H 1.538 -1.555 6.659
58 H 0.017 -2.082 7.380
59 H 0.573 -2.800 5.860
60 H -2.295 -0.579 4.903
61 H -1.684 -2.242 4.856
62 H -2.151 -1.512 6.394
63 H -3.773 -3.102 -1.463
64 H -1.610 -2.367 -4.240
65 H -2.180 -0.946 -5.127
66 H -0.923 -0.779 -3.876
67 H -3.948 -2.947 -3.650
68 H -5.000 -1.771 -2.837
69 H -4.506 -1.516 -4.512
70 H -2.511 1.014 -2.716
71 H -3.651 0.725 -4.052
72 H -4.183 0.542 -2.375
73 O 2.539 0.967 -1.909
74 S 3.031 0.294 -3.145
75 C 2.277 1.211 -4.509
76 C 0.795 1.508 -4.291
77 C 0.473 2.995 -4.441
78 C -0.899 3.355 -3.880
79 S -0.878 3.760 -2.106
80 O 0.065 2.821 -1.447
81 C 0.021 5.309 -2.234
82 C -0.577 6.422 -2.813
83 C 0.125 7.614 -2.870
84 C 1.408 7.689 -2.337
85 C 1.983 6.577 -1.741
86 C 1.288 5.375 -1.682
87 C 2.142 -1.259 -3.274
88 C 2.051 -1.949 -4.478
89 C 1.424 -3.185 -4.506
90 C 0.899 -3.726 -3.338
91 C 1.007 -3.035 -2.140
92 C 1.642 -1.800 -2.102
93 H 2.509 0.687 -5.438
94 H 2.874 2.127 -4.512
95 H 0.499 1.184 -3.294
96 H 0.195 0.924 -4.993
97 H 0.509 3.288 -5.493
98 H 1.237 3.590 -3.932
99 H -1.612 2.534 -3.980
100 H -1.335 4.233 -4.361
101 H -1.586 6.361 -3.209
102 H -0.329 8.487 -3.322
103 H 1.954 8.624 -2.378
104 H 2.975 6.642 -1.312
105 H 1.702 4.497 -1.198
106 H 2.461 -1.533 -5.390
107 H 1.340 -3.724 -5.440
108 H 0.401 -4.687 -3.365
109 H 0.589 -3.447 -1.229
110 H 1.732 -1.256 -1.169
111 N 0.238 2.785 2.319
112 C 0.845 3.495 1.622
113 H -0.224 2.039 2.804